Record 1
The following is a DFT calculation (the ωB97M-V functional and the def2-TZVPD basis) of C32H40Ge2N2OS2Sn as an isolated structure.

Geometry as XYZ:
```
80
Properties=species:S:1:pos:R:3:nbo_charge:R:1
Sn -0.52095 0.33413 -0.31199 1.022
C -2.37454 -3.33237 1.73976 -0.683
C -1.76586 -1.98365 1.47860 0.370
N -1.68220 -1.53363 0.26352 -0.356
N -2.20069 -2.36676 -0.70635 -0.421
C -1.97011 -2.04821 -1.92658 -0.044
S -1.06745 -0.69679 -2.53087 -0.181
S -2.61832 -3.04138 -3.22074 0.310
C -3.71071 -4.19988 -2.33203 -0.573
C -5.12081 -3.69505 -2.21122 0.056
C -5.50569 -2.88585 -1.14601 -0.245
C -6.80619 -2.41350 -1.05419 -0.191
C -7.73954 -2.74375 -2.02607 -0.219
C -7.36525 -3.55112 -3.09035 -0.203
C -6.06475 -4.02324 -3.17976 -0.239
C -1.27996 -1.19799 2.61352 -0.239
C -0.92410 -1.86051 3.80221 -0.147
C -0.52276 -1.17630 4.92534 -0.272
C -0.51156 0.22100 4.89968 -0.178
C -0.84924 0.89983 3.75378 -0.241
C -1.19427 0.21469 2.57312 0.377
O -1.43873 0.91612 1.48549 -0.806
H -3.22033 -3.49534 1.07750 0.252
H -2.69614 -3.41753 2.77213 0.228
H -1.64765 -4.12000 1.52505 0.242
H -3.25447 -4.39667 -1.36491 0.252
H -3.67782 -5.11465 -2.92313 0.233
H -4.77536 -2.61388 -0.39480 0.217
H -7.09065 -1.78504 -0.21978 0.212
H -8.75442 -2.37473 -1.95375 0.214
H -8.08786 -3.81624 -3.85147 0.214
H -5.77708 -4.65439 -4.01313 0.208
H -0.94654 -2.94185 3.82980 0.210
H -0.23638 -1.71330 5.81910 0.216
H -0.22437 0.77478 5.78510 0.215
H -0.83054 1.98144 3.71242 0.218
C 0.48181 4.34876 -3.42625 -0.609
C -0.30144 3.15651 -2.87935 -0.811
Ge -0.06801 2.79068 -0.95260 1.123
C -0.85919 4.13379 0.24954 -0.808
C -0.16710 5.49592 0.23431 -0.610
C 1.87285 2.71967 -0.61727 -0.589
C 2.69785 1.72282 -0.24678 -0.412
Ge 1.99810 -0.10742 0.17828 1.078
C 2.21365 -0.63075 2.07757 -0.816
C 3.60202 -0.81467 2.68426 -0.614
C 2.53659 -1.52424 -1.10113 -0.812
C 3.98961 -1.97946 -1.20557 -0.609
C 4.17090 1.95669 -0.11061 0.012
C 4.79865 3.15149 -0.48389 -0.219
C 6.16288 3.32467 -0.33704 -0.205
C 6.95273 2.30919 0.18865 -0.213
C 6.35418 1.11969 0.56392 -0.202
C 4.98459 0.95479 0.41244 -0.232
H 0.34877 4.44652 -4.50567 0.210
H 1.55197 4.24069 -3.23860 0.202
H 0.16041 5.28698 -2.97174 0.199
H 0.00135 2.24343 -3.39905 0.224
H -1.37131 3.27304 -3.06783 0.224
H -0.82264 3.69515 1.24833 0.234
H -1.91743 4.22800 -0.00327 0.224
H 0.89172 5.40712 0.48573 0.202
H -0.61827 6.17443 0.96147 0.209
H -0.23486 5.97500 -0.74350 0.199
H 2.33761 3.68895 -0.79945 0.189
H 1.64757 -1.56240 2.16622 0.223
H 1.65299 0.10628 2.65683 0.233
H 4.19867 -1.54363 2.13115 0.195
H 3.51810 -1.17652 3.71165 0.211
H 4.16057 0.12170 2.71109 0.212
H 2.17554 -1.19601 -2.07910 0.232
H 1.90167 -2.37420 -0.82891 0.220
H 4.63514 -1.18599 -1.58255 0.211
H 4.07534 -2.82517 -1.89133 0.209
H 4.38705 -2.30276 -0.24085 0.195
H 4.22553 3.96517 -0.90540 0.206
H 6.61546 4.26079 -0.63899 0.212
H 8.02009 2.44756 0.30158 0.213
H 6.94804 0.31355 0.97632 0.212
H 4.54355 0.01578 0.71839 0.216
```

Computed properties:
Energy: -6592.62921 Eh
E_HOMO: -7.65 eV



Record 2
The following is a DFT calculation (the ωB97M-V functional and the def2-TZVPD basis) of C32H41AgN2O5P as an isolated structure.

Geometry as XYZ:
```
82
Properties=species:S:1:pos:R:3:lowdin_charge:R:1
Ag 0.06454 0.97541 -0.28399 0.679
C 1.33088 0.31180 4.64334 -0.123
C 1.40156 0.61217 3.15017 -0.553
C 2.31308 -0.38247 2.42823 -0.127
P -0.18405 0.70946 2.19720 1.030
C -1.30876 1.76522 3.21575 -0.567
C -0.72813 3.16874 3.36633 -0.125
C -2.67151 1.80986 2.53022 -0.120
C -0.95747 -0.92272 2.26618 -0.312
C -1.31671 -1.49993 3.48414 -0.087
C -1.91259 -2.74510 3.59639 -0.312
C -2.27713 -3.33854 4.92881 -0.081
C -2.14388 -3.43128 2.39908 -0.069
C -1.83215 -2.89749 1.17385 -0.032
C -1.25374 -1.59824 1.03394 -0.331
N -1.00616 -1.03449 -0.15145 -0.031
C -1.30787 -1.71420 -1.33587 -0.259
C -0.27973 -2.32478 -2.06632 -0.209
C 1.11693 -2.31061 -1.51696 -0.038
C -0.56704 -2.92407 -3.28710 -0.024
C -1.85296 -2.93982 -3.80939 -0.293
C -2.15202 -3.61929 -5.11748 -0.072
C -2.86253 -2.32010 -3.07890 -0.026
C -2.61221 -1.70814 -1.85970 -0.213
C -3.69992 -1.00417 -1.10099 -0.041
H 2.31723 0.44489 5.09713 0.073
H 1.03079 -0.72235 4.81673 0.066
H 0.63172 0.96478 5.17208 0.060
H 1.83277 1.61079 3.01077 0.097
H 1.91190 -1.39435 2.50612 0.076
H 3.31122 -0.37422 2.87450 0.074
H 2.40996 -0.12816 1.37073 0.044
H -1.42621 1.31411 4.20813 0.092
H -0.57165 3.61321 2.38103 0.062
H 0.22986 3.16787 3.88909 0.061
H -1.41437 3.81249 3.92288 0.073
H -2.58163 2.23772 1.53073 0.054
H -3.36427 2.42845 3.10817 0.074
H -3.09805 0.81111 2.43307 0.070
H -1.13604 -0.93826 4.39609 0.089
H -2.19809 -2.58984 5.71933 0.065
H -1.62406 -4.17258 5.20411 0.068
H -3.30272 -3.71703 4.93802 0.067
H -2.59648 -4.41905 2.43206 0.105
H -2.04300 -3.46480 0.27535 0.106
H 1.17459 -2.85498 -0.57119 0.082
H 1.44304 -1.28886 -1.29874 0.050
H 1.82014 -2.75756 -2.22112 0.074
H 0.24120 -3.38845 -3.84495 0.108
H -1.25074 -3.72059 -5.72323 0.068
H -2.88525 -3.05647 -5.69790 0.069
H -2.55866 -4.62263 -4.96338 0.073
H -3.87351 -2.30111 -3.47631 0.108
H -4.63886 -1.02471 -1.65592 0.068
H -3.41829 0.03413 -0.91259 0.077
H -3.86337 -1.46395 -0.12354 0.072
O 0.40960 1.51341 -2.60938 -0.043
C 1.34101 1.05620 -3.25742 -0.226
C 2.70999 0.85935 -2.84079 -0.133
C 3.58139 0.36685 -3.81249 0.035
C 4.91576 0.16588 -3.53201 -0.181
C 5.42690 0.45432 -2.24871 -0.015
C 4.59915 0.92848 -1.28302 -0.006
C 3.18815 1.15825 -1.50567 -0.392
O 2.46394 1.58501 -0.57783 -0.101
N 5.79448 -0.33432 -4.55212 -0.377
O 5.33454 -0.57062 -5.66262 0.031
O 6.97668 -0.49655 -4.27370 0.029
H 1.15271 0.75726 -4.30751 0.123
H 3.20792 0.13972 -4.80262 0.120
H 6.47723 0.28904 -2.05796 0.110
H 4.97034 1.15085 -0.29050 0.108
C -1.69155 5.57975 -0.75014 -0.024
C -0.91959 4.28057 -0.71912 -0.503
C 0.56862 4.36875 -0.88497 -0.025
O -1.49796 3.22815 -0.55693 0.013
H -1.25850 6.29074 -1.45273 0.077
H -1.63615 6.02768 0.24574 0.086
H -2.73454 5.38447 -0.98802 0.080
H 0.95383 5.33244 -0.55099 0.080
H 0.78595 4.26413 -1.95115 0.096
H 1.07044 3.54336 -0.38003 0.051
```

Computed properties:
Total charge: -1
Energy: -2218.04497 Eh
E_HOMO: -3.84 eV



Record 3
The following is a DFT calculation (the ωB97M-V functional and the def2-TZVPD basis) of C32H41CaCl2N4O2PS2 as an isolated structure.

Geometry as XYZ:
```
85
Properties=species:S:1:pos:R:3:lowdin_charge:R:1
Ca -0.05551 0.81494 -0.12008 1.132
C -1.26740 -3.47914 -3.28760 -0.111
C -1.26455 -2.13899 -2.55310 -0.548
C -2.54049 -1.95717 -1.72764 -0.120
P 0.20179 -1.67093 -1.51021 1.034
C 1.65695 -2.12733 -2.58235 -0.541
C 2.73929 -1.05050 -2.46204 -0.142
C 2.24216 -3.51275 -2.33419 -0.113
C 0.22406 -2.72262 -0.03260 -0.307
C -0.01779 -4.10382 -0.10498 -0.078
C 0.00154 -4.93855 0.99531 -0.288
C -0.27100 -6.41921 0.87514 -0.060
C 0.28190 -4.34493 2.23039 -0.045
C 0.52197 -2.99439 2.34445 -0.030
C 0.49924 -2.11948 1.22643 -0.335
N 0.71542 -0.76891 1.37524 -0.132
C 1.41136 -0.35181 2.53012 -0.292
C 2.75594 -0.72267 2.74908 -0.228
C 3.44812 -1.65977 1.79881 -0.036
C 3.44081 -0.21639 3.84950 -0.027
C 2.84232 0.64825 4.75972 -0.289
C 3.61323 1.21006 5.92983 -0.056
C 1.51055 0.98333 4.55046 -0.027
C 0.78650 0.49158 3.46698 -0.236
C -0.67212 0.83576 3.31613 -0.059
H -2.05473 -3.47188 -4.04629 0.080
H -1.48240 -4.30692 -2.61205 0.065
H -0.32296 -3.68032 -3.79591 0.060
H -1.24496 -1.34600 -3.30766 0.098
H -2.56779 -2.66447 -0.89542 0.077
H -3.42193 -2.12798 -2.35075 0.083
H -2.60846 -0.94573 -1.32515 0.037
H 1.25323 -2.08446 -3.59874 0.100
H 3.16330 -1.03518 -1.45543 0.044
H 2.33997 -0.05789 -2.68104 0.060
H 3.55618 -1.25060 -3.16101 0.079
H 2.57481 -3.61021 -1.29818 0.078
H 3.10517 -3.67336 -2.98690 0.079
H 1.52189 -4.30838 -2.52635 0.060
H -0.20594 -4.54881 -1.07312 0.080
H -0.29809 -6.72711 -0.17101 0.070
H -1.23039 -6.68794 1.32520 0.075
H 0.49974 -7.00767 1.37788 0.074
H 0.30692 -4.96183 3.12417 0.113
H 0.72860 -2.57081 3.32148 0.116
H 3.15246 -1.43869 0.77229 0.048
H 3.16480 -2.69780 1.99282 0.084
H 4.53222 -1.57566 1.88636 0.080
H 4.47757 -0.50780 3.99883 0.117
H 4.40336 0.52835 6.24713 0.074
H 2.95655 1.39020 6.78197 0.074
H 4.08512 2.16215 5.67235 0.077
H 1.00885 1.63124 5.26451 0.117
H -1.07521 1.21521 4.25576 0.081
H -1.24596 -0.03690 3.00773 0.073
H -0.84008 1.60717 2.56122 0.028
Cl 1.17927 3.26240 1.47664 0.610
C 2.80623 2.56649 1.47125 -0.916
Cl 3.06471 1.65442 -0.02758 0.595
H 2.89242 1.88377 2.30692 -0.001
H 3.52847 3.37017 1.50796 0.034
N -3.02177 7.76679 -4.23337 0.101
C -2.60905 6.56929 -3.67199 -0.315
C -3.23174 5.36746 -4.02402 -0.026
C -2.79298 4.16961 -3.49185 -0.057
C -1.72645 4.16159 -2.60319 -0.300
C -1.09145 5.34545 -2.24944 -0.052
C -1.52716 6.54042 -2.78139 -0.024
S -1.22390 2.65618 -1.86321 0.497
O 0.23621 2.66135 -1.84531 -0.417
O -1.83094 1.54387 -2.56721 -0.311
N -1.60668 2.62457 -0.32258 -0.282
C -2.74524 1.97852 0.04318 -0.790
S -4.36595 2.57134 -0.14532 1.049
C -4.96635 1.13582 0.59858 -0.401
C -3.93360 0.33588 0.93960 -0.246
N -2.67945 0.80849 0.62567 -0.005
H -3.95328 7.78653 -4.61221 0.091
H -2.76771 8.60472 -3.73843 0.091
H -4.06246 5.37895 -4.71947 0.112
H -3.26978 3.23419 -3.75808 0.114
H -0.25615 5.32027 -1.55906 0.119
H -1.03252 7.46740 -2.51354 0.113
H -6.02099 0.96423 0.74260 0.062
H -4.02782 -0.62463 1.42739 0.111
```

Computed properties:
Energy above the lowest of the compared OMol25 structures with the same formula, charge and spin: 0.0 kJ/mol
Energy: -4349.34856 Eh
E_HOMO: -6.51 eV